No. 1
68
Properties=species:S:1:pos:R:3:mulliken_spin:R:1 method="wB97M-V/def2-TZVPD" total_charge=-1 homo_ev="-1.94 / -6.41" spin_multiplicity=4 relative_energy_ev=0.354 fmax_ev_per_a=3.05
Ti 0.77 0.57 0.34 1.903
N 0.55 2.83 2.70 -0.006
O 1.49 3.41 2.13 0.007
O 0.15 1.69 2.25 0.015
O -0.05 3.32 3.67 0.005
N 4.01 0.97 -0.52 0.006
O 4.79 1.92 -0.49 0.004
O 3.03 0.92 0.30 -0.009
O 4.16 0.03 -1.34 0.002
C 3.08 1.20 -4.49 0.002
C 2.37 1.62 -3.21 0.006
O 1.26 2.45 -3.53 0.001
C 0.38 2.67 -2.57 0.009
O 0.35 2.07 -1.53 0.010
O -0.41 3.65 -2.92 0.001
C -1.46 4.04 -2.03 -0.002
H 2.60 0.33 -4.93 0.000
H 4.15 1.02 -4.41 0.000
H 3.10 2.04 -5.19 0.000
H 3.06 2.20 -2.60 0.001
H 2.08 0.72 -2.66 0.003
H -1.16 4.05 -0.98 0.001
H -2.27 3.34 -2.18 0.001
H -1.74 5.05 -2.32 0.000
C -3.10 -1.86 -3.45 0.001
C -2.10 -1.61 -2.34 0.023
O -0.90 -2.31 -2.71 -0.004
C 0.21 -1.85 -2.18 0.023
O 0.33 -0.91 -1.46 -0.045
O 1.22 -2.62 -2.58 0.001
C 2.52 -2.37 -2.07 -0.003
H -2.66 -1.55 -4.40 0.001
H -4.00 -1.27 -3.29 0.000
H -3.39 -2.90 -3.59 -0.002
H -2.41 -1.94 -1.35 -0.004
H -1.92 -0.54 -2.28 0.001
H 2.53 -2.04 -1.04 0.012
H 2.96 -1.56 -2.67 0.000
H 3.12 -3.26 -2.22 0.000
C -0.03 -0.91 4.93 0.000
C 0.01 -2.21 4.14 -0.001
O 1.35 -2.47 3.74 0.001
C 1.84 -2.06 2.59 0.021
O 1.31 -1.34 1.79 0.002
O 3.12 -2.42 2.58 0.000
C 3.88 -2.14 1.42 0.003
H 0.21 -0.07 4.27 0.001
H 0.67 -0.91 5.77 0.000
H -1.03 -0.74 5.32 0.000
H -0.69 -2.25 3.31 0.000
H -0.22 -3.04 4.82 0.000
H 4.95 -2.17 1.64 0.000
H 3.67 -1.14 1.04 0.000
H 3.74 -2.89 0.65 0.000
C -3.80 -0.13 4.15 -0.005
C -2.91 0.14 2.96 0.014
O -3.64 0.08 1.78 0.051
C -3.08 0.25 0.52 0.681
O -1.86 0.05 0.23 0.187
C -4.14 0.65 -0.49 0.057
F -3.72 1.69 -1.26 0.003
F -4.46 -0.39 -1.33 0.016
F -5.30 1.03 0.08 0.000
H -3.93 -1.20 4.34 0.003
H -4.77 0.35 4.09 -0.001
H -3.35 0.18 5.10 0.000
H -2.11 -0.60 2.87 0.001
H -2.37 1.09 3.06 0.001

No. 2
120
Properties=species:S:1:pos:R:3:lowdin_charge:R:1 method="wB97M-V/def2-TZVPD" total_charge=-1 homo_ev=-4.11 fmax_ev_per_a=2.60
C 1.74 1.58 -2.27 -0.301
P 0.37 2.61 -1.66 0.912
C 0.99 4.35 -1.75 -0.304
C 0.10 2.30 0.17 -0.436
O 1.36 2.04 0.72 -0.133
B 1.39 0.58 1.05 -0.618
O -0.02 0.23 1.35 -0.093
C -0.83 1.10 0.57 -0.329
C -1.62 0.38 -0.50 -0.148
C -3.14 0.29 -0.19 -0.196
C -3.95 1.19 -1.11 -0.223
C -5.46 1.04 -0.89 -0.199
C -6.24 2.33 -1.18 -0.289
N -7.19 2.63 -0.09 -0.028
H 2.02 1.86 -3.28 0.026
H 1.45 0.54 -2.19 0.002
H 2.61 1.71 -1.61 0.040
H 1.04 4.68 -2.78 0.018
H 1.98 4.37 -1.30 0.033
H 0.31 5.00 -1.21 0.001
H -0.35 3.23 0.51 0.103
H 1.66 0.00 -0.01 0.068
H 2.22 0.36 1.91 0.067
H -1.50 1.50 1.34 0.117
H -1.24 -0.62 -0.66 0.117
H -1.55 0.88 -1.46 0.042
H -3.44 -0.72 -0.45 0.109
H -3.35 0.50 0.86 0.101
H -3.64 2.23 -1.00 0.107
H -3.73 0.91 -2.13 0.111
H -5.82 0.31 -1.61 0.101
H -5.69 0.72 0.12 0.100
H -6.80 2.23 -2.11 0.099
H -5.54 3.16 -1.29 0.093
H -7.71 3.46 -0.34 0.051
H -6.64 2.82 0.74 0.059
C -0.27 9.79 -0.15 0.072
C -0.92 8.63 -0.33 -0.236
C -0.90 7.92 -1.66 -0.314
O -1.50 6.87 -1.75 0.109
C -0.18 8.54 -2.76 0.080
C 0.46 9.70 -2.57 -0.241
C 0.47 10.39 -1.24 -0.319
O 1.09 11.44 -1.15 0.098
O 1.14 10.31 -3.54 0.107
O -1.61 8.03 0.63 0.119
H -0.27 10.31 0.80 0.134
H -0.19 8.03 -3.71 0.137
H 1.51 11.12 -3.13 0.117
H -1.97 7.21 0.23 0.125
C -3.28 -2.65 4.97 0.076
C -4.10 -2.17 5.91 -0.248
C -4.26 -0.69 6.13 -0.340
O -5.04 -0.32 6.99 0.067
C -3.49 0.21 5.31 0.061
C -2.66 -0.26 4.36 -0.230
C -2.51 -1.74 4.12 -0.299
O -1.76 -2.14 3.25 0.135
O -1.95 0.54 3.60 0.124
O -4.82 -2.94 6.71 0.097
H -3.16 -3.71 4.81 0.134
H -3.61 1.27 5.49 0.134
H -1.42 -0.02 2.98 0.110
H -5.32 -2.33 7.29 0.113
C 2.48 -4.84 3.16 0.063
C 2.08 -3.79 2.43 -0.227
C 3.06 -2.82 1.83 -0.297
O 2.64 -1.92 1.15 0.102
C 4.49 -3.03 2.11 0.086
C 4.87 -4.07 2.85 -0.249
C 3.90 -5.05 3.42 -0.332
O 4.33 -5.99 4.07 0.075
O 6.16 -4.32 3.14 0.088
O 0.80 -3.56 2.18 0.121
H 1.79 -5.54 3.60 0.129
H 5.18 -2.32 1.69 0.136
H 6.15 -5.13 3.69 0.109
H 0.76 -2.74 1.64 0.131
C -0.41 1.16 10.83 0.074
C -1.60 1.38 11.40 -0.241
C -2.88 0.85 10.80 -0.312
O -3.92 1.08 11.39 0.105
C -2.80 0.10 9.56 0.082
C -1.61 -0.12 8.99 -0.227
C -0.33 0.39 9.59 -0.311
O 0.71 0.14 9.03 0.118
O -1.47 -0.79 7.85 0.118
O -1.75 2.07 12.52 0.106
H 0.51 1.53 11.25 0.134
H -3.73 -0.26 9.13 0.120
H -0.51 -0.80 7.66 0.128
H -2.71 2.08 12.71 0.118
C 1.45 -1.12 -7.09 0.074
C 1.92 -2.37 -7.01 -0.236
C 1.74 -3.20 -5.78 -0.309
O 2.18 -4.34 -5.79 0.087
C 1.05 -2.62 -4.65 0.080
C 0.58 -1.37 -4.72 -0.233
C 0.74 -0.53 -5.96 -0.309
O 0.27 0.59 -5.98 0.116
O -0.05 -0.79 -3.72 0.110
O 2.58 -2.96 -8.01 0.105
H 1.58 -0.51 -7.98 0.133
H 0.94 -3.23 -3.76 0.138
H -0.29 0.12 -4.02 0.117
H 2.80 -3.85 -7.68 0.101
C 6.37 -6.61 -8.32 0.073
C 5.18 -6.46 -7.73 -0.233
C 3.93 -7.05 -8.34 -0.313
O 2.87 -6.91 -7.76 0.118
C 4.05 -7.77 -9.60 0.074
C 5.25 -7.91 -10.18 -0.243
C 6.49 -7.34 -9.57 -0.320
O 7.55 -7.53 -10.15 0.101
O 5.42 -8.55 -11.33 0.107
O 5.03 -5.79 -6.60 0.119
H 7.28 -6.19 -7.90 0.136
H 3.15 -8.18 -10.03 0.135
H 6.38 -8.51 -11.52 0.118
H 4.08 -5.82 -6.36 0.102

No. 3
51
Properties=species:S:1:pos:R:3:mulliken_spin:R:1 method="wB97M-V/def2-TZVPD" total_charge=+2 homo_ev="-14.98 / -14.95" spin_multiplicity=3 relative_energy_ev=0.000 fmax_ev_per_a=2.09
I 0.42 -2.19 -1.36 -0.041
I -0.31 2.25 1.43 0.782
V -0.30 -0.07 0.20 1.209
P 1.63 -0.69 1.66 -0.091
C 0.95 -1.75 2.98 -0.010
C 3.01 -1.68 1.00 0.001
H 3.77 -1.81 1.78 -0.002
H 3.33 0.16 3.14 -0.003
H 3.45 -1.16 0.14 0.001
H 2.93 1.33 1.85 0.003
H 0.54 -2.67 2.55 0.002
H 2.64 -2.66 0.66 0.000
C 2.52 0.61 2.57 0.002
H 1.75 -1.99 3.69 -0.003
H 1.83 1.14 3.23 0.004
H 0.15 -1.21 3.50 0.001
P -1.24 0.93 -1.84 -0.069
C -3.01 0.48 -1.85 -0.004
C -1.24 2.74 -2.00 0.002
H 0.41 0.57 -3.56 0.002
H -1.18 1.02 -4.24 -0.002
H -0.88 -0.65 -3.65 0.000
C -0.67 0.41 -3.49 0.002
H -0.21 3.10 -1.96 0.003
H -1.70 3.01 -2.96 -0.002
H -3.48 0.93 -2.74 -0.002
H -3.50 0.85 -0.94 -0.002
H -1.81 3.19 -1.17 0.004
H -3.11 -0.61 -1.89 0.000
Cl 1.66 0.94 -0.92 0.250
C -2.13 -3.80 0.81 0.001
N -3.05 -2.94 1.55 -0.007
C -4.11 -3.66 2.22 0.001
C -2.83 -1.61 1.62 -0.003
N -1.75 -1.10 0.99 -0.054
N -3.63 -0.75 2.30 -0.002
C -4.90 -0.97 2.96 0.002
C -3.25 0.66 2.30 0.048
H -2.51 -4.82 0.85 0.000
H -1.12 -3.81 1.25 -0.001
H -2.06 -3.52 -0.25 0.000
H -4.10 -3.48 3.30 0.000
H -5.09 -3.44 1.77 0.000
H -3.93 -4.73 2.07 0.000
H -1.27 -1.83 0.42 -0.013
H -4.80 -0.65 4.01 0.000
H -5.65 -0.32 2.48 -0.001
H -5.25 -1.99 2.93 0.001
H -2.29 0.82 2.81 0.001
H -3.21 1.07 1.28 -0.003
H -4.03 1.21 2.85 -0.008

No. 4
60
Properties=species:S:1:pos:R:3:lowdin_charge:R:1 method="wB97M-V/def2-TZVPD" homo_ev=-9.82 relative_energy_ev=3.575 fmax_ev_per_a=1.14 smiles=CO.CO.CO.CO.CO.CO.CO.CO.CO.CO
C -3.07 1.82 0.20 -0.111
O -2.34 0.90 1.01 -0.141
H -4.00 1.38 -0.15 0.083
H -3.25 2.73 0.76 0.082
H -2.47 2.07 -0.68 0.075
H -1.89 0.26 0.44 0.055
C 1.40 -0.30 -3.62 -0.107
O 0.64 -1.47 -3.29 -0.143
H 2.09 -0.02 -2.82 0.092
H 1.98 -0.39 -4.54 0.091
H 0.74 0.57 -3.66 0.075
H 1.29 -2.19 -3.28 0.104
C -1.06 -4.63 -2.69 -0.178
O -1.57 -3.32 -2.69 -0.116
H -0.27 -4.75 -1.95 0.076
H -1.86 -5.30 -2.36 0.077
H -0.73 -4.98 -3.67 0.076
H -0.83 -2.71 -2.85 0.023
C -2.20 0.66 -4.75 -0.175
O -3.56 0.32 -4.89 -0.105
H -1.98 1.70 -5.03 0.082
H -1.80 0.46 -3.75 0.063
H -1.60 0.03 -5.42 0.079
H -4.07 1.13 -4.77 0.072
C 4.54 -1.68 1.14 -0.175
O 5.77 -0.99 1.03 -0.109
H 3.67 -1.09 0.84 0.053
H 4.58 -2.61 0.57 0.078
H 4.32 -1.99 2.17 0.082
H 5.71 -0.24 1.62 0.074
C 2.09 1.48 2.92 -0.181
O 1.43 1.44 4.15 -0.129
H 2.19 0.52 2.41 0.052
H 1.55 2.16 2.23 0.066
H 3.07 1.95 3.04 0.078
H 0.47 1.43 3.99 0.019
C 0.56 3.31 -0.57 -0.144
O 0.44 2.39 -1.64 -0.149
H 1.37 3.00 0.09 0.062
H 0.80 4.27 -1.01 0.078
H -0.39 3.42 -0.03 0.070
H 0.15 1.52 -1.31 0.012
C -1.93 2.42 4.21 -0.115
O -1.21 1.37 3.57 -0.161
H -1.82 3.33 3.61 0.082
H -3.01 2.26 4.27 0.081
H -1.51 2.55 5.20 0.085
H -1.55 1.21 2.68 0.042
C -0.51 -1.69 3.57 -0.159
O -0.23 -2.93 2.94 -0.123
H 0.41 -1.12 3.58 0.069
H -1.30 -1.11 3.06 0.060
H -0.85 -1.80 4.60 0.085
H -1.03 -3.44 2.80 0.074
C 0.54 -0.58 0.14 -0.100
O -0.27 -0.17 -0.97 -0.149
H 0.07 -0.26 1.07 0.063
H 0.64 -1.67 0.16 0.096
H 1.52 -0.10 0.13 0.074
H 0.13 -0.53 -1.77 0.031

No. 5
13
Properties=species:S:1:pos:R:3:lowdin_charge:R:1 method="wB97M-V/def2-TZVPD" total_charge=+3 homo_ev=-23.60 relative_energy_ev=0.504 fmax_ev_per_a=1.13
In 3.43 -2.29 0.98 1.265
C -1.51 -1.51 0.95 0.150
O -1.15 -0.65 -0.06 0.239
C 0.05 -0.07 -0.20 -0.452
O 1.12 -0.36 0.24 0.136
O -0.24 0.98 -1.00 0.248
C 0.53 2.10 -1.14 0.171
H -0.72 -2.31 1.06 0.205
H -2.46 -1.99 0.71 0.166
H -1.48 -1.05 1.98 0.226
H 1.57 1.82 -1.51 0.248
H 0.82 2.55 -0.14 0.228
H 0.05 2.78 -1.85 0.171

No. 6
17
Properties=species:S:1:pos:R:3:lowdin_charge:R:1 method="wB97M-V/def2-TZVPD" total_charge=+1 homo_ev=-12.90 fmax_ev_per_a=4.55 smiles="CC([NH3+])(C(=S)S)C(=S)S"
C 0.05 0.51 -1.54 -0.105
C 0.12 0.15 -0.11 -0.627
N 0.54 1.33 0.77 0.117
C 1.03 -1.00 0.15 -1.052
S 1.75 -1.06 1.61 0.825
S 0.99 -2.34 -0.98 0.881
C -1.52 -0.26 0.38 -1.148
S -2.47 -0.91 -0.76 0.796
S -1.82 0.16 1.96 0.870
H -0.86 0.90 -1.78 0.030
H 0.19 -0.48 -2.11 0.064
H 0.89 1.29 -1.71 0.140
H -0.25 1.97 1.20 0.190
H 1.25 1.84 0.36 0.110
H 1.03 0.81 1.58 0.031
H 2.22 -2.75 -0.70 -0.089
H -3.14 -0.16 1.68 -0.033

No. 7
16
Properties=species:S:1:pos:R:3:lowdin_charge:R:1 method="wB97M-V/def2-TZVPD" total_charge=-1 homo_ev=-2.41 relative_energy_ev=0.692 fmax_ev_per_a=4.76 smiles=Cc1ccc(C)n1[S-]
C -0.87 -1.48 1.87 -0.111
C -0.62 -0.85 0.54 -0.311
C -0.82 -1.20 -0.83 -0.100
C -0.22 -0.20 -1.61 -0.134
C 0.45 0.65 -0.77 -0.401
C 1.21 1.95 -1.05 -0.083
N 0.32 0.26 0.54 -0.551
S 0.84 1.17 1.82 0.374
H -1.92 -1.35 2.23 0.072
H -0.55 -2.51 1.86 0.057
H -0.34 -0.78 2.50 -0.033
H -1.30 -2.06 -1.33 0.075
H -0.17 -0.02 -2.64 0.058
H 1.16 2.08 -2.09 0.049
H 0.67 2.56 -0.39 0.011
H 2.15 1.77 -0.65 0.028

No. 8
14
Properties=species:S:1:pos:R:3:lowdin_charge:R:1 method="wB97M-V/def2-TZVPD" homo_ev="-8.26 / -8.26" relative_energy_ev=3.980 fmax_ev_per_a=4.23
C 0.86 0.36 -1.93 -0.515
C 0.49 -0.95 -1.36 -0.744
C -1.02 0.75 2.04 -0.372
Si -1.13 0.62 0.26 0.332
S 0.33 1.72 -0.65 0.641
S -1.24 -1.14 -1.12 0.641
Cl 0.46 -1.51 2.75 -0.191
H 1.94 0.40 -2.03 0.078
H 0.30 0.55 -2.90 0.101
H 0.78 -1.66 -2.11 0.071
H 1.06 -1.24 -0.37 0.110
H -1.76 0.32 2.71 0.042
H -0.30 -0.01 2.36 -0.260
H -0.78 1.80 2.35 0.066

No. 9
15
Properties=species:S:1:pos:R:3:lowdin_charge:R:1 method="wB97M-V/def2-TZVPD" homo_ev=-9.58 relative_energy_ev=0.734 fmax_ev_per_a=0.43
C -0.35 -1.21 -1.67 -0.121
N -0.16 -0.97 -0.25 0.023
C 0.04 0.22 0.15 -0.277
C 0.12 1.46 -0.70 -0.027
C 0.21 0.43 1.65 -0.492
N 0.26 -0.71 2.36 0.160
O 0.29 1.55 2.13 0.045
H -1.35 -0.87 -1.97 0.088
H 0.38 -0.68 -2.29 0.078
H -0.27 -2.28 -1.87 0.071
H -0.75 1.54 -1.36 0.086
H 0.17 2.34 -0.06 0.074
H 1.01 1.43 -1.34 0.091
H 0.10 -1.59 1.88 0.088
H 0.28 -0.66 3.36 0.112

No. 10
48
Properties=species:S:1:pos:R:3:mulliken_spin:R:1 method="wB97M-V/def2-TZVPD" total_charge=+1 homo_ev="-12.44 / -12.44" spin_multiplicity=2 relative_energy_ev=0.583 fmax_ev_per_a=2.44
Cl 3.51 2.60 -4.56 0.000
C 2.70 1.81 -3.17 0.000
C 2.45 0.39 -3.66 0.000
Cl 1.62 -0.63 -2.47 0.011
H 1.76 2.26 -2.85 0.000
H 3.40 1.71 -2.35 0.000
H 3.44 -0.03 -3.86 0.001
H 1.84 0.49 -4.55 0.000
Cl -0.90 -0.30 -6.75 0.009
C -1.35 -0.56 -5.05 0.016
C -1.44 0.78 -4.26 -0.006
Cl -2.54 0.53 -2.84 0.225
H -0.61 -1.23 -4.61 0.002
H -2.24 -1.19 -5.00 -0.003
H -1.96 1.59 -4.77 0.009
H -0.43 0.92 -3.88 -0.005
Cl -1.94 -2.13 7.23 0.000
C -1.34 -3.19 5.93 0.000
C -1.65 -2.65 4.50 -0.001
Cl -0.63 -3.37 3.18 0.007
H -1.69 -4.21 6.08 0.000
H -0.26 -3.30 6.04 0.000
H -1.45 -1.58 4.58 0.000
H -2.70 -2.73 4.22 0.000
Cl -0.65 3.38 -1.37 0.029
C -1.77 4.40 -0.46 0.008
C -3.29 3.82 -0.42 -0.002
Cl -3.50 2.24 0.24 0.214
H -1.72 5.41 -0.87 0.000
H -1.43 4.31 0.57 0.001
H -3.80 3.81 -1.38 -0.001
H -3.85 4.45 0.27 0.028
Cl -2.51 -1.06 0.11 0.409
C -0.78 -0.74 -0.01 -0.008
C -0.57 0.24 1.11 -0.003
Cl 1.19 0.48 1.35 0.000
H -0.74 -0.31 -1.01 0.031
H -0.26 -1.69 0.15 0.024
H -1.01 -0.05 2.06 0.000
H -0.98 1.23 0.92 0.002
Cl 3.00 -2.54 4.70 0.000
C 3.68 -1.51 3.33 0.000
C 3.38 -2.24 1.96 -0.001
Cl 4.18 -3.77 1.82 0.000
H 4.72 -1.30 3.58 0.000
H 3.16 -0.55 3.31 0.000
H 3.63 -1.58 1.12 0.000
H 2.32 -2.39 1.79 0.001

No. 11
21
Properties=species:S:1:pos:R:3:lowdin_charge:R:1 method="wB97M-V/def2-TZVPD" homo_ev=-9.42 relative_energy_ev=5.658 fmax_ev_per_a=7.40 smiles=OCc1cc(-c2ccccn2)no1
O -4.61 -0.06 0.84 -0.026
C -3.89 0.65 -0.18 -0.119
C -2.37 0.21 -0.15 -0.265
C -1.19 0.72 0.01 0.023
C -0.11 -0.38 -0.18 -0.141
C 1.27 -0.13 0.21 -0.345
C 1.96 -1.33 0.36 0.027
C 3.34 -1.11 0.27 -0.050
C 3.82 0.19 0.09 -0.135
C 3.00 1.22 -0.06 -0.113
N 1.59 1.10 0.18 0.147
N -0.85 -1.50 -0.35 0.115
O -2.18 -1.12 -0.39 -0.051
H -4.52 -0.96 0.79 0.037
H -3.91 1.72 -0.22 0.108
H -4.15 0.21 -1.27 0.164
H -1.04 1.84 0.10 0.130
H 1.29 -2.15 0.44 0.099
H 4.11 -1.83 0.07 0.097
H 5.00 0.46 -0.28 0.176
H 3.42 2.24 -0.29 0.121

No. 12
9
Properties=species:S:1:pos:R:3:lowdin_charge:R:1 method="wB97M-V/def2-TZVPD" total_charge=+1 homo_ev=-16.44 relative_energy_ev=0.827 fmax_ev_per_a=3.84 smiles="[H]/N=C/[NH+]=C"
H 2.83 -0.14 0.08 0.112
N 1.90 0.27 -0.03 0.194
C 0.87 -0.44 -0.03 -0.155
N -0.34 0.41 -0.08 0.067
C -1.57 0.09 -0.04 0.199
H 0.55 -1.41 0.12 0.116
H 0.08 1.40 0.10 0.217
H -2.04 -0.92 -0.34 0.171
H -2.28 0.74 0.22 0.078

No. 13
14
Properties=species:S:1:pos:R:3:lowdin_charge:R:1 method="wB97M-V/def2-TZVPD" homo_ev=-9.57 relative_energy_ev=4.222 fmax_ev_per_a=3.18 smiles="C=C1CC1.C#C"
C -0.19 -0.69 -1.80 0.012
C 0.50 -0.13 -0.82 -0.326
C 1.26 -0.14 0.47 -0.130
C 1.30 1.11 -0.40 -0.120
H -0.61 -1.66 -1.59 0.052
H -0.58 -0.22 -2.70 0.063
H 2.13 -0.82 0.49 0.112
H 0.62 -0.18 1.32 0.036
H 0.78 2.04 -0.01 0.105
H 2.25 1.52 -0.90 0.115
C -1.78 -0.34 2.07 0.019
C -1.75 0.05 0.90 -0.025
H -1.77 -0.83 3.04 0.033
H -2.14 0.30 -0.09 0.052